No. 1
The following is a DFT calculation (ωB97M-V/def2-TZVPD) of C22H38O3P2PdS as an isolated structure in a non-equilibrium geometry.

Each line ends with the natural charge from an NBO analysis.
Cartesian coordinates (Å):
1 P -0.405 -1.319 -4.967  1.48
2 P 0.197 2.086 -3.820  1.47
3 C -0.678 0.241 -6.030  -0.68
4 C 0.097 1.523 -5.673  -0.72
5 H -1.773 0.401 -6.004  0.25
6 H -0.410 -0.096 -7.050  0.25
7 H 1.154 1.451 -6.034  0.24
8 H -0.380 2.378 -6.197  0.26
9 C -1.404 2.977 -3.736  -0.95
10 H -1.578 3.410 -2.722  0.27
11 H -2.248 2.331 -4.006  0.27
12 H -1.326 3.820 -4.437  0.29
13 C 1.595 3.208 -3.939  -0.98
14 H 1.392 3.956 -4.722  0.27
15 H 2.517 2.668 -4.197  0.27
16 H 1.703 3.692 -2.958  0.28
17 C -2.108 -2.019 -4.975  -0.95
18 H -2.198 -2.928 -4.348  0.26
19 H -2.351 -2.300 -6.012  0.27
20 H -2.868 -1.295 -4.636  0.26
21 C 0.530 -2.200 -6.358  -0.88
22 H 1.292 -1.537 -6.818  0.25
23 H -0.187 -2.478 -7.150  0.28
24 H 1.018 -3.127 -6.013  0.26
25 Pd -0.344 2.094 -1.455  0.42
26 C 0.824 0.396 -3.219  -0.56
27 C -0.530 -0.345 -3.487  -0.51
28 C -0.984 -1.049 -2.175  -0.43
29 C -0.238 -2.369 -2.132  -0.45
30 C 0.346 -2.519 -3.543  -0.31
31 C 1.774 -2.436 -3.608  -0.13
32 C 2.556 -1.307 -4.141  -0.49
33 C 2.298 0.043 -3.506  -0.41
34 C 0.346 1.239 0.193  -0.90
35 H 0.855 0.561 -2.092  0.30
36 H -1.376 0.317 -3.738  0.26
37 H -2.087 -1.176 -2.176  0.24
38 H -0.704 -0.408 -1.306  0.26
39 H 0.565 -2.351 -1.370  0.24
40 H -0.915 -3.187 -1.848  0.25
41 H -0.090 -3.403 -4.040  0.26
42 H 2.316 -3.267 -3.130  0.24
43 H 2.462 -1.193 -5.222  0.22
44 H 3.600 -1.594 -3.938  0.27
45 H 2.826 0.112 -2.534  0.24
46 H 2.795 0.801 -4.124  0.23
47 H 0.941 2.086 0.595  0.21
48 H 0.992 0.397 -0.081  0.18
49 H -0.428 0.948 0.928  0.22
50 C -0.663 2.293 6.975  -0.66
51 C -1.109 2.086 5.558  0.14
52 C -1.878 0.960 5.239  -0.20
53 C -2.330 0.745 3.953  -0.20
54 C -1.994 1.657 2.901  0.49
55 C -1.249 2.816 3.236  -0.23
56 C -0.794 2.992 4.536  -0.19
57 S -2.809 2.493 0.143  1.76
58 O -2.310 1.315 1.664  -0.64
59 O -2.774 1.409 -0.868  -0.94
60 O -1.585 3.355 0.054  -0.95
61 H -1.476 2.689 7.597  0.27
62 H -0.349 1.347 7.432  0.25
63 H 0.170 2.998 7.014  0.24
64 H -2.150 0.236 6.008  0.24
65 H -2.904 -0.132 3.666  0.25
66 H -0.980 3.517 2.450  0.25
67 H -0.185 3.861 4.796  0.24

Results
<S²>	6.0351
frontier orbital gap (spin up / spin down)	6.8 / 5.8	eV
ΔE to the lowest compared entry with this formula, charge and spin	29.4	kcal per mole
net charge	+2
F_max	3.694	eV Å⁻¹
molecular weight	551.0	g mol⁻¹
LUMO (spin up / spin down)	-5.32 / -8.34	eV
2S+1	5

***

No. 2
The following is a DFT calculation (ωB97M-V/def2-TZVPD) of C37H36Cl5N4PPd as an isolated structure.

Each line ends with the Mulliken spin population.
Cartesian coordinates (Å):
1 Pd -0.089 0.024 -0.063  1.23
2 N -2.507 -0.091 -2.129  0.01
3 P -1.582 -1.407 -1.561  0.17
4 C -0.868 -2.174 -3.043  -0.01
5 C 0.481 -2.503 -3.122  0.01
6 C 0.989 -3.103 -4.268  0.00
7 C 0.152 -3.364 -5.340  0.00
8 C -1.199 -3.037 -5.269  0.00
9 C -1.708 -2.449 -4.126  0.01
10 C -2.875 -2.598 -1.119  0.01
11 C -2.499 -3.938 -0.997  0.02
12 C -3.438 -4.900 -0.666  -0.01
13 C -4.765 -4.538 -0.473  0.02
14 C -5.150 -3.213 -0.614  -0.01
15 C -4.210 -2.243 -0.929  0.02
16 C -1.863 1.099 -2.452  -0.02
17 C -2.340 1.908 -3.485  0.01
18 C -1.629 3.037 -3.824  0.00
19 C -0.451 3.333 -3.140  0.01
20 C -0.067 2.498 -2.120  0.00
21 N -0.770 1.411 -1.750  0.11
22 H -3.282 -0.311 -2.741  0.00
23 H 1.144 -2.296 -2.295  0.01
24 H 2.038 -3.360 -4.322  0.00
25 H 0.547 -3.826 -6.235  0.00
26 H -1.853 -3.251 -6.103  0.00
27 H -2.768 -2.230 -4.072  0.00
28 H -1.477 -4.242 -1.196  0.00
29 H -3.139 -5.936 -0.576  0.00
30 H -5.501 -5.292 -0.226  0.00
31 H -6.186 -2.932 -0.480  0.00
32 H -4.525 -1.211 -1.024  0.00
33 H -3.237 1.628 -4.020  0.00
34 H -1.973 3.673 -4.628  0.00
35 H 0.151 4.193 -3.393  0.00
36 H 0.836 2.691 -1.557  -0.01
37 C 1.664 -1.386 2.284  0.01
38 N 0.572 -1.705 1.345  0.15
39 C 0.961 -2.911 0.601  0.02
40 C -0.677 -1.976 2.084  -0.01
41 C -1.214 -0.718 2.725  -0.02
42 N -1.554 0.318 1.721  0.17
43 C -2.926 0.101 1.236  -0.02
44 C -1.520 1.636 2.379  0.01
45 H 1.740 -2.164 3.051  0.00
46 H 1.508 -0.422 2.761  -0.02
47 H 2.604 -1.348 1.738  0.01
48 H 1.170 -3.738 1.287  0.00
49 H 1.857 -2.708 0.015  0.00
50 H 0.157 -3.211 -0.068  -0.02
51 H -0.500 -2.734 2.857  0.00
52 H -1.404 -2.391 1.383  0.01
53 H -0.477 -0.298 3.408  0.00
54 H -2.100 -0.954 3.322  0.01
55 H -3.646 0.315 2.033  0.01
56 H -3.051 -0.932 0.932  0.00
57 H -3.128 0.755 0.389  0.00
58 H -2.242 1.653 3.202  0.00
59 H -1.784 2.414 1.666  0.00
60 H -0.527 1.834 2.775  0.01
61 Cl 3.690 2.168 2.914  0.03
62 C 4.022 1.240 1.515  0.12
63 C 2.986 1.023 0.563  0.20
64 C 3.305 0.179 -0.530  0.06
65 Cl 2.081 -0.094 -1.718  0.07
66 C 4.542 -0.401 -0.695  -0.03
67 Cl 4.867 -1.400 -2.045  -0.01
68 C 5.543 -0.164 0.265  0.16
69 Cl 7.071 -0.879 0.085  0.04
70 C 5.273 0.658 1.371  -0.05
71 Cl 6.490 0.926 2.537  -0.01
72 C 1.669 1.468 0.797  0.17
73 C 1.087 2.609 1.079  0.48
74 C 0.680 3.889 1.264  0.20
75 C 1.312 4.709 2.267  0.25
76 C 0.841 5.969 2.527  -0.09
77 C -0.235 6.496 1.807  0.29
78 C -0.863 5.722 0.819  -0.09
79 C -0.443 4.448 0.556  0.22
80 H 2.156 4.314 2.810  0.02
81 H 1.322 6.568 3.289  0.00
82 H -0.586 7.498 2.012  0.01
83 H -1.700 6.133 0.270  0.00
84 H -0.951 3.848 -0.184  0.04

Results
<S²>	6.0808
frontier orbital gap (spin up / spin down)	6.4 / 5.8	eV
ΔE to the lowest compared entry with this formula, charge and spin	2.0	kcal per mole
net charge	+2
F_max	0.175	eV Å⁻¹
molecular weight	851.4	g mol⁻¹
LUMO (spin up / spin down)	-4.81 / -8.30	eV
2S+1	5